{
  "formula": "C4H16NSi2",
  "method": "wB97M-V/def2-TZVPD",
  "symbols": ["C", "C", "C", "N", "C", "Si", "Si", "H", "H", "H", "H", "H", "H", "H", "H", "H", "H", "H", "H", "H", "H", "H", "H"],
  "xyz": [[2.124066, -0.711914, -0.255669], [0.944484, -1.034299, 0.671677], [0.272205, -2.402737, 0.529681], [-0.098725, 0.045456, 0.960543], [-0.443029, 1.036106, -0.487429], [-2.124152, 0.344279, -1.418357], [-0.545648, 2.867679, 0.143173], [1.825584, -0.839437, -1.293350], [2.345246, 0.328377, -0.127310], [3.042049, -1.264024, -0.028650], [1.290292, -1.163707, 1.721016], [-0.342237, -2.538773, -0.277775], [-0.304567, -2.699492, 1.429557], [0.946912, -3.237315, 0.531138], [-1.064821, -0.261125, 1.230697], [0.080912, 0.818978, 1.543602], [0.527670, 0.972248, -1.061139], [-1.979666, -1.074556, -1.600352], [-2.273559, 1.253048, -2.508135], [-3.153989, 0.213200, -0.320688], [-0.328332, 3.410547, -1.309153], [-1.514980, 3.064780, 1.163008], [0.774285, 2.872682, 0.763917]],
  "atomic_forces_ev_per_a": [[-1.2, 0.4, 0.1], [0.3, -1.6, 3.4], [0.2, 0.0, 2.1], [-2.4, 0.8, -4.8], [-0.7, -1.4, 1.0], [1.4, -0.2, 2.6], [2.0, -1.2, -2.7], [0.2, -0.2, -0.1], [0.5, 0.7, 0.0], [-0.6, -0.2, 0.1], [0.7, 0.4, -0.7], [-1.6, -0.1, -2.3], [-0.1, 0.8, -0.3], [1.1, 0.0, -0.4], [1.4, -0.4, -0.3], [1.4, 0.5, 1.4], [-1.3, 0.0, 0.5], [0.4, -0.6, -0.8], [-0.4, 0.4, -0.7], [0.2, 0.8, -0.4], [-0.8, 0.3, 1.5], [-1.1, 0.4, 0.3], [0.3, 0.4, 0.4]],
  "homo_energy_ha": -0.5392,
  "e_above_lowest_kj_mol": 123.49,
  "total_charge": 1,
  "smiles": "CC(C)[NH2+]C([SiH3])[SiH3]",
  "largest_force_ev_per_a": 5.419,
  "energy_ha": -795.37444
}

{
  "formula": "C42H78FN13O32",
  "method": "wB97M-V/def2-TZVPD",
  "symbols": ["C", "C", "C", "O", "O", "C", "C", "C", "C", "F", "C", "O", "C", "C", "C", "C", "O", "C", "C", "O", "C", "C", "C", "C", "C", "C", "C", "C", "C", "C", "C", "C", "C", "C", "C", "O", "H", "H", "H", "H", "H", "H", "H", "H", "H", "H", "H", "H", "H", "H", "H", "H", "H", "H", "H", "H", "H", "H", "H", "H", "H", "H", "H", "H", "H", "H", "H", "H", "H", "H", "H", "H", "H", "H", "H", "C", "N", "O", "O", "H", "H", "H", "C", "N", "O", "O", "H", "H", "H", "C", "N", "O", "O", "H", "H", "H", "C", "N", "O", "O", "H", "H", "H", "C", "N", "O", "O", "H", "H", "H", "C", "N", "O", "O", "H", "H", "H", "C", "N", "O", "O", "H", "H", "H", "C", "N", "O", "O", "H", "H", "H", "C", "N", "O", "O", "H", "H", "H", "C", "N", "O", "O", "H", "H", "H", "C", "N", "O", "O", "H", "H", "H", "C", "N", "O", "O", "H", "H", "H", "C", "N", "O", "O", "H", "H", "H"],
  "xyz": [[-1.289454, -4.141232, 0.468928], [-0.977459, -4.437889, -1.093409], [-1.455104, -3.270135, -2.083137], [-2.679183, -3.284651, -2.405034], [-0.557660, -2.276802, -2.627950], [-0.181707, -2.741611, -3.982090], [1.396407, -2.917101, -4.154423], [2.194483, -1.569598, -4.448910], [3.622877, -1.647545, -4.494776], [4.272494, -2.894914, -4.297677], [4.439242, -0.283760, -4.787458], [5.527974, -0.284107, -5.412097], [3.782396, 1.046945, -4.202712], [2.349585, 1.121691, -4.142193], [1.687814, 2.429921, -3.513442], [0.085592, 2.419675, -3.473518], [-0.334474, 2.970750, -2.175731], [-1.581061, 2.339577, -1.809672], [-2.265707, 2.913619, -0.488046], [-1.438049, 2.876378, 0.699169], [-0.544859, 1.766610, 0.701067], [-0.928049, 0.273735, 0.796683], [0.165067, -0.825341, 0.733053], [1.703713, -0.522083, 0.579530], [2.814619, -1.709082, 0.466044], [2.584120, -2.644028, 1.748219], [2.339077, -2.549816, -0.859338], [4.268770, -1.054607, 0.329310], [5.533333, -2.021618, 0.506339], [5.906274, -2.386273, 2.045832], [6.819567, -1.164934, -0.028919], [5.521105, -3.364746, -0.363296], [2.061474, 0.997195, 0.500991], [0.975801, 2.108150, 0.564706], [1.567329, -0.136339, -4.714871], [0.512985, -0.004799, -5.387374], [-0.271832, -4.055732, 1.003599], [-1.910703, -4.954920, 0.976174], [-1.829129, -3.111155, 0.513518], [-1.572558, -5.391383, -1.359648], [0.125931, -4.724624, -1.222313], [-0.635999, -3.803872, -4.067342], [-0.691610, -2.133949, -4.811026], [1.608224, -3.650488, -5.014759], [1.834393, -3.424094, -3.211387], [4.461580, 1.905145, -3.845656], [2.179592, 2.649945, -2.491459], [2.000294, 3.316594, -4.185619], [-0.393024, 1.387604, -3.537508], [-0.297196, 3.163826, -4.260101], [-1.527103, 1.188742, -1.754378], [-2.319566, 2.560556, -2.678244], [-3.252286, 2.328994, -0.349724], [-2.581889, 4.006655, -0.692146], [-2.027222, -0.024681, 0.882745], [-0.153090, -1.928923, 0.771514], [1.505603, -2.723809, 2.106763], [2.937678, -3.724728, 1.520572], [3.192039, -2.262310, 2.654483], [1.392955, -2.102324, -1.307705], [3.179566, -2.566233, -1.655111], [2.210177, -3.637487, -0.517144], [4.405485, -0.199592, 1.098686], [4.317392, -0.537030, -0.701585], [5.637891, -1.569152, 2.791812], [5.383324, -3.403429, 2.265290], [7.035196, -2.638965, 2.034720], [6.545002, -0.643500, -1.008810], [7.068749, -0.335941, 0.735368], [7.758422, -1.819376, -0.100612], [4.636963, -4.048265, -0.135039], [6.542869, -3.902741, -0.314981], [5.424559, -3.037496, -1.472618], [3.142010, 1.365393, 0.377585], [1.274401, 3.217541, 0.485488], [7.925896, -2.278318, -4.602155], [7.990054, -3.058842, -3.339112], [8.481641, -2.512568, -2.366329], [7.543042, -4.195124, -3.369634], [8.355500, -1.293499, -4.428881], [8.497821, -2.821845, -5.353562], [6.877105, -2.196659, -4.885321], [-2.688955, 4.985893, 2.816195], [-3.841295, 5.918736, 2.926682], [-4.794314, 5.726414, 2.187224], [-3.752658, 6.814265, 3.753766], [-2.906864, 4.247058, 2.048579], [-1.813281, 5.575499, 2.546348], [-2.560223, 4.507894, 3.784660], [5.318677, -5.599246, -5.303868], [4.626140, -6.876596, -5.616385], [3.409050, -6.894182, -5.516069], [5.327510, -7.816383, -5.951284], [4.575714, -4.857653, -5.023287], [6.004064, -5.789613, -4.479019], [5.854841, -5.288252, -6.199834], [-3.368472, 1.185828, 5.342156], [-2.457686, 2.272303, 4.900839], [-2.205429, 2.347233, 3.708481], [-2.027458, 3.017550, 5.765853], [-3.672710, 0.605509, 4.473015], [-2.820999, 0.563424, 6.049209], [-4.231361, 1.655649, 5.813550], [7.533685, 2.990760, -4.167095], [7.185192, 3.126469, -2.728164], [6.096064, 3.610805, -2.456862], [8.014505, 2.742889, -1.922858], [6.707417, 3.369899, -4.765859], [8.436816, 3.573968, -4.342683], [7.700737, 1.932679, -4.366482], [-7.743427, 3.193313, 4.336607], [-6.890155, 2.158966, 4.976803], [-6.352934, 1.340702, 4.244293], [-6.786266, 2.202689, 6.190211], [-7.744285, 3.030916, 3.259938], [-8.748317, 3.086198, 4.743650], [-7.317594, 4.171052, 4.578678], [-5.249270, 0.127188, 0.959575], [-4.412851, -0.917823, 1.605808], [-3.923823, -1.771994, 0.884268], [-4.275902, -0.843755, 2.817165], [-5.282396, -0.062942, -0.111838], [-6.246404, 0.064904, 1.393855], [-4.787202, 1.092253, 1.166556], [-5.948802, -3.291372, 4.500858], [-6.688589, -4.551857, 4.230592], [-7.900558, -4.532730, 4.373285], [-6.026167, -5.515808, 3.884546], [-6.660450, -2.522972, 4.797441], [-5.240674, -3.491694, 5.303894], [-5.435745, -3.007776, 3.582791], [5.302395, -6.776700, 2.694246], [4.150593, -5.846020, 2.817364], [3.191340, -6.038726, 2.079187], [4.249598, -4.955085, 3.649069], [5.078767, -7.511755, 1.923200], [6.175404, -6.184375, 2.421501], [5.438586, -7.260445, 3.660766], [-5.215156, 6.581711, -1.175006], [-5.645691, 5.319324, -1.830093], [-6.773848, 5.282900, -2.290220], [-4.833417, 4.407941, -1.858756], [-6.032827, 7.298499, -1.223234], [-4.968054, 6.346876, -0.139904], [-4.344777, 6.952063, -1.715814], [-4.314676, -4.488638, -4.875382], [-4.831654, -5.747681, -5.472513], [-5.973189, -5.737083, -5.903998], [-4.072378, -6.702823, -5.486945], [-5.091962, -3.728800, -4.930080], [-4.053494, -4.698661, -3.839047], [-3.439912, -4.187287, -5.450359], [-5.131606, 6.697623, 7.016659], [-5.596562, 5.432522, 6.389687], [-6.738859, 5.406690, 5.952314], [-4.801346, 4.509347, 6.356166], [-5.938630, 7.427131, 6.975765], [-4.865386, 6.474042, 8.049005], [-4.267377, 7.045974, 6.451678], [-4.205719, 9.942852, 4.282265], [-4.555781, 10.025054, 5.723936], [-5.655379, 10.469614, 6.010352], [-3.713441, 9.638650, 6.518871], [-5.042915, 10.317050, 3.695739], [-3.319016, 10.555608, 4.123171], [-4.010338, 8.895836, 4.052717]],
  "atomic_forces_ev_per_a": [[0.5, 1.1, -0.4], [0.3, -0.8, 0.1], [-3.7, -0.7, -0.5], [5.0, 0.6, 1.0], [-0.9, -2.1, -0.1], [-0.3, -1.7, -0.6], [-0.2, 0.4, -0.2], [3.4, -0.7, 0.3], [-3.2, 1.1, 0.1], [-1.0, 3.0, -0.6], [1.8, -0.2, -0.5], [-3.4, 0.0, 2.2], [-2.9, -1.1, -0.3], [3.5, -0.1, 0.4], [0.1, 0.1, -1.0], [0.2, 0.8, 0.9], [-0.6, -1.3, -0.3], [-1.5, 0.0, -0.6], [-0.5, 0.4, -1.5], [0.6, -1.9, -0.8], [3.8, -2.4, 0.0], [3.0, 1.0, -0.4], [1.2, 2.7, -0.3], [-2.5, 3.4, 0.2], [-2.1, 0.7, -0.1], [1.1, -0.5, 0.5], [1.1, -0.1, 0.3], [0.0, -0.1, 0.2], [1.7, 0.4, 0.0], [-0.2, -1.4, -1.3], [-0.5, 0.3, 0.8], [0.0, 0.8, -0.9], [-3.2, -0.5, 0.3], [-1.2, -3.1, 0.1], [-1.7, 0.2, -1.1], [3.5, -0.5, 2.4], [-1.7, -0.1, -0.6], [0.8, 1.2, -0.9], [0.8, -2.0, 0.3], [0.8, 1.8, 0.0], [-1.5, 0.8, 0.1], [0.9, 1.6, -0.2], [1.0, -0.5, 1.5], [-0.5, 1.1, 1.1], [-0.7, 1.0, -1.5], [-1.1, -1.5, -0.8], [-1.1, -0.7, -1.5], [-0.4, -1.4, 1.0], [0.9, 1.3, -0.4], [0.4, -1.5, 0.8], [0.4, 1.7, 0.0], [0.8, -0.3, 1.5], [1.5, 0.7, -0.1], [0.7, -1.7, 0.6], [1.9, 0.4, -0.1], [0.5, 2.1, 0.0], [1.3, 0.3, -0.8], [-0.5, 1.9, 0.4], [-1.0, -0.6, -1.5], [1.3, -0.8, 0.7], [-1.3, 0.2, 1.2], [-0.1, 1.5, -0.7], [-0.3, -1.5, -1.1], [-0.1, -0.9, 1.4], [0.4, -1.2, -1.0], [0.7, 2.1, 0.1], [-1.7, 0.7, 0.3], [0.7, -0.9, 1.1], [-0.5, -1.2, -1.2], [-1.5, 0.9, -0.2], [1.3, 0.8, -0.1], [-1.7, 0.7, 0.2], [0.1, -0.6, 1.6], [-1.9, -0.8, 0.2], [-0.5, -2.0, 0.1], [0.0, 0.2, -0.1], [0.2, 0.1, 0.3], [-0.2, -0.5, -0.5], [0.2, 0.5, 0.1], [-0.1, -0.2, 0.1], [-0.1, 0.0, 0.1], [0.1, -0.1, 0.0], [0.0, -0.1, -0.2], [0.1, -0.2, -0.2], [0.2, 0.4, 0.5], [-0.3, -0.4, -0.4], [0.0, 0.2, 0.2], [-0.1, 0.0, 0.2], [0.1, 0.3, -0.1], [0.0, 0.2, 0.1], [-0.1, -0.2, -0.1], [0.5, -0.1, -0.1], [-0.4, 0.4, 0.2], [0.1, -0.3, -0.1], [0.0, 0.0, -0.2], [0.1, -0.1, 0.1], [-0.2, -0.3, -0.1], [0.0, -0.2, 0.2], [0.1, 0.0, 0.4], [-0.1, -0.1, -0.6], [0.1, 0.2, 0.1], [0.0, 0.2, 0.0], [0.2, 0.0, 0.1], [-0.1, 0.0, -0.3], [0.0, 0.0, 0.3], [0.4, -0.3, 0.0], [-0.5, 0.2, -0.4], [0.1, 0.0, 0.2], [0.0, -0.2, 0.1], [0.1, 0.1, 0.1], [-0.1, 0.1, -0.5], [-0.1, 0.1, 0.1], [0.0, 0.1, 0.4], [0.1, -0.3, -0.7], [0.0, -0.2, 0.2], [0.2, 0.1, 0.1], [-0.3, -0.5, 0.0], [-0.1, 0.1, -0.3], [0.1, -0.2, 0.0], [-0.2, 0.3, 0.5], [0.0, -0.2, -0.6], [0.1, -0.1, 0.2], [0.2, 0.1, 0.1], [-0.1, -0.1, 0.2], [0.0, 0.3, 0.1], [-0.2, -0.2, 0.0], [0.5, -0.2, -0.1], [-0.4, 0.4, 0.2], [0.0, -0.2, -0.1], [0.0, 0.0, -0.2], [0.1, -0.1, 0.2], [0.1, -0.3, -0.2], [-0.4, 0.2, 0.1], [0.6, 0.3, 0.6], [-0.3, -0.7, -0.6], [-0.1, 0.2, 0.1], [-0.1, 0.0, 0.2], [0.1, 0.2, -0.1], [0.0, 0.3, 0.1], [-0.3, -0.1, -0.2], [0.6, -0.2, 0.2], [-0.4, 0.3, 0.0], [0.1, -0.2, -0.1], [0.1, 0.0, -0.1], [0.0, -0.1, 0.1], [-0.1, 0.3, 0.1], [-0.2, -0.2, -0.2], [0.5, -0.2, 0.2], [-0.4, 0.4, 0.0], [0.1, -0.2, 0.0], [0.1, 0.0, -0.2], [0.0, -0.1, 0.1], [-0.1, 0.3, 0.1], [0.1, -0.1, 0.0], [0.7, 0.2, 0.3], [-0.5, 0.4, -0.2], [0.1, -0.2, 0.0], [0.1, 0.0, -0.2], [0.0, -0.2, 0.1], [-0.1, 0.1, -0.3], [-0.2, 0.2, 0.1], [0.5, -0.3, 0.1], [-0.5, 0.1, -0.2], [0.1, 0.0, 0.2], [0.0, -0.2, 0.1], [0.1, 0.2, 0.1]],
  "homo_energy_ha": -0.3029,
  "largest_force_ev_per_a": 5.098,
  "energy_ha": -4864.87935
}

{
  "formula": "C5H8N2",
  "method": "wB97M-V/def2-TZVPD",
  "symbols": ["C", "C", "C", "N", "C", "N", "C", "H", "H", "H", "H", "H", "H", "H", "H"],
  "xyz": [[2.153075, 0.230329, -0.756789], [0.902073, 0.017597, 0.030271], [0.427554, -1.164355, 0.466509], [-0.918345, -1.019373, 0.906185], [-1.270793, 0.288699, 0.475246], [-2.616195, 0.473833, 0.157390], [-0.166198, 1.008610, 0.162911], [1.978904, -0.082250, -1.793173], [2.451354, 1.281890, -0.771315], [2.973032, -0.369945, -0.355657], [0.775395, -2.171472, 0.294010], [-0.915018, -1.008603, 1.934586], [-2.654302, 0.902864, -0.761637], [-3.019429, -0.455974, 0.071497], [-0.101108, 2.068149, -0.060033]],
  "atomic_forces_ev_per_a": [[0.1, 0.0, 0.0], [0.0, -0.1, 0.0], [0.3, 0.0, 0.0], [0.0, 0.1, -0.2], [0.1, 0.0, -0.1], [-0.1, 0.2, 0.2], [-0.1, -0.1, -0.2], [0.1, 0.1, 0.1], [0.0, -0.1, 0.0], [0.0, 0.1, -0.1], [0.5, 0.1, 0.5], [-0.4, -0.4, -0.3], [-0.3, 0.2, 0.3], [-0.1, 0.3, 0.2], [-0.1, -0.3, -0.4]],
  "homo_energy_ha": -0.2743,
  "e_above_lowest_kj_mol": 140.46,
  "smiles": "Cc1c[nH]c(N)c1",
  "largest_force_ev_per_a": 0.686,
  "energy_ha": -304.78200
}

{
  "formula": "C5H3ClN5O",
  "method": "wB97M-V/def2-TZVPD",
  "symbols": ["O", "C", "N", "N", "C", "C", "C", "Cl", "N", "N", "C", "N", "H", "H", "H"],
  "xyz": [[1.150721, -1.845465, -0.161314], [1.539372, -0.729759, -0.097244], [2.914063, -0.263341, -0.034553], [2.941770, 0.947817, -0.013710], [1.677022, 1.553206, -0.014127], [0.741239, 0.580432, -0.102307], [-0.706828, 0.542987, -0.032665], [-1.570545, 2.094985, -0.293554], [-1.210399, 0.151021, 1.545903], [-1.907443, -0.831374, 1.434701], [-2.008477, -1.317218, 0.174229], [-1.346252, -0.560580, -0.676156], [1.604266, 2.624430, 0.017358], [-2.552883, -2.214805, -0.074367], [-1.265628, -0.732332, -1.672191]],
  "atomic_forces_ev_per_a": [[0.1, -0.2, 0.0], [-0.9, 1.3, 0.0], [1.3, -2.1, -0.1], [2.2, 1.0, 0.1], [-3.1, -0.9, -0.3], [0.8, 0.4, 0.0], [-1.1, 1.1, 2.4], [0.5, -0.9, -0.1], [1.3, 1.4, -2.1], [-1.0, -0.8, 2.6], [1.3, 0.9, -3.1], [-1.2, -1.2, 0.6], [-0.1, 0.1, 0.1], [-0.1, -0.1, -0.1], [-0.1, -0.1, -0.1]],
  "homo_energy_ha": -0.5067,
  "e_above_lowest_kj_mol": 94.88,
  "total_charge": 1,
  "smiles": "O=C1N=NC=C1[C@]1(Cl)N=NC=[NH+]1",
  "largest_force_ev_per_a": 3.437,
  "energy_ha": -1001.10479
}

{
  "formula": "C8H13ClN4O",
  "method": "wB97M-V/def2-TZVPD",
  "symbols": ["N", "C", "N", "C", "Cl", "C", "C", "N", "C", "C", "C", "C", "O", "N", "H", "H", "H", "H", "H", "H", "H", "H", "H", "H", "H", "H", "H"],
  "xyz": [[1.163856, 2.701416, -0.516575], [1.433125, 1.407717, -0.388844], [2.644504, 1.108548, 0.034135], [2.939812, -0.207919, 0.230759], [4.546719, -0.506888, 0.762444], [1.978970, -1.188472, -0.014079], [0.721217, -0.760019, -0.408989], [-0.296980, -1.631735, -0.731044], [-1.634557, -1.116091, -1.041847], [-2.259417, -0.336784, 0.098007], [-3.752546, -0.189854, -0.165488], [-4.564063, 0.432741, 0.985593], [-5.919021, 0.213058, 0.732382], [0.464795, 0.518991, -0.614681], [0.341632, 2.899379, -1.060668], [1.802298, 3.394075, -0.201387], [2.277509, -2.278941, 0.019136], [-0.307556, -2.507571, -0.238221], [-2.183625, -2.062799, -1.228169], [-1.695580, -0.581423, -2.008054], [-2.136579, -0.869920, 1.102473], [-1.810494, 0.642897, 0.277696], [-4.226162, -1.131179, -0.301518], [-3.929132, 0.414312, -1.056689], [-4.402224, -0.199187, 1.915536], [-4.453454, 1.487800, 1.079043], [-6.227153, 0.576724, -0.093320]],
  "atomic_forces_ev_per_a": [[-1.4, 0.6, -0.8], [0.6, -1.7, 0.8], [1.8, -1.6, 0.8], [-2.1, 1.8, -0.8], [-0.1, -0.3, -0.1], [2.4, -1.8, 0.7], [-0.6, 0.2, -0.9], [0.3, 0.7, -0.1], [0.2, -1.1, 0.0], [-0.8, -0.3, 1.4], [0.2, 1.3, 0.9], [0.2, -2.0, -0.2], [-1.7, -0.6, 0.5], [-0.6, 0.6, -0.4], [0.1, 0.5, 0.3], [0.3, 0.2, -0.1], [-0.6, 1.4, 0.1], [0.2, -0.1, 0.0], [-0.2, 0.6, 0.2], [0.5, 0.0, 0.6], [0.0, 0.3, -1.3], [0.1, -0.2, -0.4], [-0.2, -1.1, -0.4], [0.0, 0.0, -0.2], [0.2, 1.3, -0.8], [0.9, 0.8, 0.6], [0.2, 0.3, -0.4]],
  "homo_energy_ha": -0.3134,
  "e_above_lowest_kj_mol": 0.00,
  "smiles": "Nc1nc(Cl)cc(NCCCCO)n1",
  "largest_force_ev_per_a": 3.120,
  "energy_ha": -1067.11170
}